(1)
The following is a DFT calculation (ωB97M-V with the def2-TZVPD basis set) of a structure of composition C42H46GeNO2S2Sc at a distorted geometry.

The geometry in ORCA input format:
```
! RIJCOSX wB97M-V def2-TZVPD def2/J DEFGRID3
* xyz 3 2
Sc 0.8330 1.1576 0.0509
O 0.7406 3.1946 0.5396
S 1.0573 4.5821 -0.0439
C 0.7141 4.3745 -1.8049
C -0.7195 3.9413 -2.0612
C -0.9873 3.4744 -3.5270
C -1.6947 2.1153 -3.4667
S -0.5597 0.7272 -3.2434
O 0.0961 0.8590 -1.8646
C -1.7596 -0.5414 -3.1872
C -2.3975 -0.9678 -2.0340
C -3.3754 -1.9269 -2.1837
C -3.6666 -2.4825 -3.4846
C -3.0052 -1.9041 -4.5740
C -2.0714 -0.9691 -4.4668
C -0.1463 5.7843 0.4506
C -0.0991 6.9873 -0.2440
C -0.9411 7.9306 0.2866
C -1.7684 7.6754 1.3869
C -1.8568 6.4453 1.9589
C -0.9822 5.4754 1.4852
H 1.4341 3.6374 -2.1553
H 0.8507 5.3454 -2.2667
H -1.4200 4.7410 -1.7991
H -1.0082 3.0692 -1.4187
H -0.0406 3.2932 -3.9945
H -1.6106 4.2356 -3.9074
H -2.1586 1.9253 -4.4570
H -2.5408 2.0885 -2.7210
H -2.1542 -0.5558 -1.0377
H -3.9715 -2.1182 -1.3349
H -4.5658 -3.1281 -3.6445
H -3.2732 -2.2648 -5.5577
H -1.6526 -0.5126 -5.4016
H 0.5714 7.1268 -1.0417
H -1.0739 8.7945 -0.2911
H -2.4361 8.4636 1.6274
H -2.4910 6.1508 2.8091
H -1.1138 4.5199 1.9907
C -1.9953 -3.1693 1.1475
N -0.7944 -3.1903 2.0306
C -1.2244 -3.8287 3.3444
C -0.0891 -1.8383 2.3173
C -1.0134 -0.6317 2.2186
C -2.0538 -0.5095 3.1661
C -3.0639 0.3848 2.8423
C -3.0299 1.1472 1.6969
C -1.8756 1.2052 0.9395
C -0.7864 0.3103 1.1697
H -2.2554 -4.1976 0.9559
H -1.8689 -2.6668 0.1810
H -2.7949 -2.7326 1.6840
H -0.1615 -3.8268 1.5641
H -2.1291 -3.2743 3.6803
H -0.4219 -3.8042 4.0337
H -1.4230 -4.8714 3.1520
H 0.6650 -1.7225 1.5500
H 0.3768 -1.9772 3.3223
H -2.0043 -0.9911 4.1198
H -3.9427 0.3044 3.5181
H -3.8874 1.8007 1.4730
H -1.8166 1.9270 0.1261
C 2.9706 -1.9038 -2.8570
Ge 2.2130 -1.6863 -1.1298
C 2.9521 -0.1630 -0.0914
C 2.9480 -0.0504 1.3259
C 3.4304 1.1259 1.9293
C 3.7974 2.2386 1.2370
C 3.7308 2.1993 -0.1461
C 3.2635 1.0305 -0.7980
C 1.7123 -3.3925 -0.3516
C 0.8675 -4.1524 -1.0505
C 0.6927 -5.5366 -0.6770
C 1.0290 -5.9288 0.5579
C 1.9179 -5.1555 1.4078
C 2.3328 -5.4545 2.7444
C 3.3055 -4.7588 3.3389
C 3.9434 -3.6473 2.6267
C 3.3524 -3.2019 1.4641
C 2.3409 -3.9285 0.8323
H 2.2422 -2.5578 -3.4385
H 3.8864 -2.4902 -2.6789
H 3.1389 -0.9554 -3.3535
H 2.7384 -0.8688 2.0073
H 3.3658 1.2002 2.9497
H 4.1888 3.0338 1.8659
H 3.9670 3.1052 -0.7325
H 3.4194 0.9573 -1.9091
H 0.2860 -3.6951 -1.8199
H 0.0993 -6.1555 -1.3350
H 0.6408 -6.9233 0.8408
H 1.8366 -6.3413 3.1724
H 3.6467 -4.9840 4.3648
H 4.7636 -3.1640 3.2095
H 3.8146 -2.3865 0.8902
*
```

The LUMO energy (spin up / spin down) is -7.901 / -8.806 eV. As for the HOMO-LUMO gap (spin up / spin down): 6.57 / 6.80 eV. For the electronic energy, the calculation gives -148746.4073 eV.

These are the Mulliken partial charges, in e, on atoms 1 to 8: -0.27 -0.22 0.26 -1.04 0.60 -1.38 -0.73 -0.01

---

(2)
The following is a DFT calculation (ωB97M-V with the def2-TZVPD basis set) of a structure of composition C37H39AuN6O3S at a distorted geometry.

The geometry in ORCA input format:
```
! RIJCOSX wB97M-V def2-TZVPD def2/J DEFGRID3
* xyz 2 1
Au 1.4021 0.8177 -0.2173
C -4.0052 0.3110 -2.1389
O -3.4651 1.4875 -2.7489
C -3.9991 2.6597 -2.2577
C -5.0832 3.2402 -2.9009
C -5.6339 4.4159 -2.4228
C -5.1021 5.0180 -1.2888
C -4.0134 4.4510 -0.6532
C -3.4451 3.2767 -1.1387
N -2.3653 2.7136 -0.3844
C -1.1562 2.2898 -0.8002
N -0.9038 2.2321 -2.1092
C 0.3165 1.9390 -2.7249
C 1.3816 1.3461 -2.1058
C 2.5929 1.0876 -2.7320
C 2.7108 1.4484 -4.0655
C 1.6512 2.0527 -4.7376
C 0.4572 2.3056 -4.0820
O -0.6379 2.8873 -4.6034
C -0.6294 3.3466 -5.9613
N -0.2245 2.0301 0.1262
C -0.5778 2.0381 1.5069
C -0.0330 2.9935 2.3529
C -0.3639 3.0138 3.6973
C -1.2398 2.0574 4.1934
C -1.7718 1.0749 3.3679
C -1.4294 1.0461 2.0193
O -1.8490 0.1080 1.1346
C -2.7114 -0.9216 1.6163
H -3.6149 -0.5371 -2.6954
H -5.0941 0.3187 -2.1994
H -3.6954 0.2471 -1.0921
H -5.4866 2.7428 -3.7731
H -6.4771 4.8615 -2.9315
H -5.5319 5.9308 -0.9014
H -3.5873 4.9239 0.2236
H -2.4087 2.9106 0.6052
H -1.6660 2.4354 -2.7440
H 3.4246 0.6244 -2.2121
H 3.6364 1.2526 -4.5889
H 1.7804 2.3402 -5.7693
H -1.6661 3.3445 -6.2828
H -0.0571 2.6833 -6.6054
H -0.2252 4.3576 -6.0026
H 0.6371 3.7327 1.9314
H 0.0334 3.7831 4.3441
H -1.5146 2.0684 5.2399
H -2.4488 0.3410 3.7797
H -2.8518 -1.6066 0.7850
H -3.6757 -0.5112 1.9201
H -2.2575 -1.4532 2.4551
S 0.6349 -5.7996 -1.5633
C 0.9041 -4.0704 -1.2340
C 1.4891 -3.2487 -2.1885
C 1.7008 -1.9142 -1.8991
N 1.3532 -1.3799 -0.7225
C 0.7728 -2.1607 0.1973
C 0.5299 -3.4995 -0.0221
C 2.0100 -6.4323 -0.6077
C 1.8441 -6.7813 0.7236
C 2.9517 -7.2465 1.4183
N 4.1600 -7.3783 0.8789
C 4.2930 -7.0639 -0.4064
C 3.2545 -6.5884 -1.1959
H 1.7764 -3.6450 -3.1520
H 2.1599 -1.2572 -2.6207
H 0.4947 -1.6856 1.1281
H 0.0531 -4.0965 0.7427
H 0.8771 -6.7156 1.2029
H 2.8604 -7.5322 2.4596
H 5.2804 -7.1993 -0.8313
H 3.4122 -6.3585 -2.2404
C 1.5215 -1.2123 4.8415
C 2.6234 -0.3120 4.2615
C 3.9548 -1.0722 4.1722
C 2.7745 0.9695 5.0902
C 2.2151 0.0557 2.8926
N 1.8926 0.3321 1.8280
H 1.8079 -1.4895 5.8551
H 1.4068 -2.1261 4.2576
H 0.5660 -0.6896 4.8813
H 4.2214 -1.4069 5.1738
H 4.7528 -0.4307 3.8006
H 3.8761 -1.9462 3.5261
H 3.0102 0.6823 6.1144
H 1.8535 1.5500 5.0956
H 3.5857 1.5919 4.7142
*
```

The LUMO energy is -7.015 eV. As for the HOMO-LUMO gap: 6.43 eV. For the electronic energy, the calculation gives -68597.3070 eV.

These are the Mulliken partial charges, in e, on atoms 1 to 8: 1.09 -0.73 -0.38 0.62 -0.56 -0.59 -0.69 -0.93